*i*
C20H60O10 | wB97M-V/def2-TZVPD

SMILES: CCO.CCO.CCO.CCO.CCO.CCO.CCO.CCO.CCO.CCO
E_LUMO in eV: 0.4
HOMO energy in eV: -9.81

Bonds (Å) are listed after each position.
Geometry (Å):
1 C 3.43 10.53 11.95  C2 1.581, H4 1.090, H5 1.090, H6 1.090
2 C 1.87 10.42 12.20  C1 1.581, O3 1.409, H7 1.090, H8 1.090
3 O 1.52 9.14 12.66  C2 1.409, H9 0.960
4 H 3.93 9.60 11.66  C1 1.090
5 H 3.97 10.76 12.87  C1 1.090
6 H 3.67 11.39 11.33  C1 1.090
7 H 1.22 10.51 11.33  C2 1.090
8 H 1.54 11.12 12.97  C2 1.090
9 H 2.16 8.77 13.27  O3 0.960
10 C 4.67 4.98 4.49  C11 1.563, H13 1.090, H14 1.090, H15 1.090
11 C 5.37 6.11 5.32  C10 1.563, O12 1.429, H16 1.090, H17 1.090
12 O 4.46 6.50 6.35  C11 1.429, H18 0.960
13 H 4.76 4.05 5.05  C10 1.090
14 H 5.35 4.94 3.63  C10 1.090
15 H 3.68 5.29 4.15  C10 1.090
16 H 5.64 6.97 4.71  C11 1.090
17 H 6.27 5.74 5.81  C11 1.090
18 H 4.79 6.25 7.22  O12 0.960
19 C 3.81 12.21 5.23  C20 1.586, H22 1.090, H23 1.090, H24 1.090
20 C 2.45 12.53 4.48  C19 1.586, O21 1.380, H25 1.090, H26 1.090
21 O 2.68 12.67 3.12  C20 1.380, H27 0.960
22 H 3.57 12.13 6.29  C19 1.090
23 H 4.52 13.02 5.04  C19 1.090
24 H 4.23 11.29 4.82  C19 1.090
25 H 2.15 13.49 4.90  C20 1.090
26 H 1.74 11.77 4.81  C20 1.090
27 H 1.84 12.85 2.69  O21 0.960
28 C 0.27 8.91 7.38  C29 1.507, H31 1.090, H32 1.090, H33 1.090
29 C 1.06 7.64 7.59  C28 1.507, O30 1.439, H34 1.090, H35 1.090
30 O 1.50 7.14 6.32  C29 1.439, H36 0.960
31 H 0.05 9.46 8.29  C28 1.090
32 H -0.59 8.68 6.74  C28 1.090
33 H 1.02 9.54 6.91  C28 1.090
34 H 0.47 6.89 8.13  C29 1.090
35 H 1.98 7.85 8.13  C29 1.090
36 H 2.44 6.97 6.34  O30 0.960
37 C 8.78 13.85 9.32  C38 1.563, H40 1.090, H41 1.090, H42 1.090
38 C 7.36 14.11 9.92  C37 1.563, O39 1.400, H43 1.090, H44 1.090
39 O 6.40 13.34 9.25  C38 1.400, H45 0.960
40 H 8.93 14.28 8.33  C37 1.090
41 H 9.06 12.79 9.34  C37 1.090
42 H 9.50 14.34 9.98  C37 1.090
43 H 7.15 15.17 9.97  C38 1.090
44 H 7.42 13.81 10.97  C38 1.090
45 H 5.53 13.56 9.59  O39 0.960
46 C 7.45 10.66 11.80  C47 1.509, H49 1.090, H50 1.090, H51 1.090
47 C 7.97 9.76 12.89  C46 1.509, O48 1.408, H52 1.090, H53 1.090
48 O 7.88 8.36 12.72  C47 1.408, H54 0.960
49 H 7.50 11.69 12.16  C46 1.090
50 H 6.40 10.40 11.72  C46 1.090
51 H 7.83 10.61 10.78  C46 1.090
52 H 7.46 9.92 13.84  C47 1.090
53 H 8.97 10.00 13.24  C47 1.090
54 H 8.55 8.11 12.07  O48 0.960
55 C 5.31 9.28 8.76  C56 1.541, H58 1.090, H59 1.090, H60 1.090
56 C 5.93 9.49 7.37  C55 1.541, O57 1.444, H61 1.090, H62 1.090
57 O 6.83 10.62 7.46  C56 1.444, H63 0.960
58 H 5.99 9.30 9.62  C55 1.090
59 H 4.75 8.35 8.68  C55 1.090
60 H 4.51 9.96 9.06  C55 1.090
61 H 5.15 9.68 6.62  C56 1.090
62 H 6.37 8.65 6.83  C56 1.090
63 H 6.30 11.41 7.61  O57 0.960
64 C 9.55 7.86 8.50  C65 1.512, H67 1.090, H68 1.090, H69 1.090
65 C 10.29 8.32 9.73  C64 1.512, O66 1.438, H70 1.090, H71 1.090
66 O 9.83 7.41 10.74  C65 1.438, H72 0.960
67 H 8.48 7.78 8.68  C64 1.090
68 H 9.99 6.98 8.02  C64 1.090
69 H 9.73 8.52 7.65  C64 1.090
70 H 9.99 9.30 10.10  C65 1.090
71 H 11.37 8.38 9.69  C65 1.090
72 H 10.19 6.53 10.61  O66 0.960
73 C 7.39 9.26 3.86  C74 1.545, H76 1.090, H77 1.090, H78 1.090
74 C 7.81 9.39 2.38  C73 1.545, O75 1.410, H79 1.090, H80 1.090
75 O 9.10 8.86 2.20  C74 1.410, H81 0.960
76 H 6.31 9.23 4.00  C73 1.090
77 H 7.80 10.15 4.35  C73 1.090
78 H 7.88 8.40 4.32  C73 1.090
79 H 7.71 10.46 2.19  C74 1.090
80 H 7.21 8.79 1.70  C74 1.090
81 H 9.09 7.96 1.87  O75 0.960
82 C 6.72 16.37 5.06  C83 1.526, H85 1.090, H86 1.090, H87 1.090
83 C 7.23 15.38 6.10  C82 1.526, O84 1.418, H88 1.090, H89 1.090
84 O 6.07 14.96 6.80  C83 1.418, H90 0.960
85 H 7.52 17.01 4.68  C82 1.090
86 H 6.02 17.04 5.57  C82 1.090
87 H 6.26 15.93 4.18  C82 1.090
88 H 7.90 15.84 6.83  C83 1.090
89 H 7.65 14.48 5.65  C83 1.090
90 H 6.36 14.38 7.51  O84 0.960

*ii*
C20H60O10 | wB97M-V/def2-TZVPD

SMILES: CCO.CCO.CCO.CCO.CCO.CCO.CCO.CCO.CCO.CCO
E_LUMO in eV: 0.3
HOMO energy in eV: -9.47

Bonds (Å) are listed after each position.
Geometry (Å):
1 C -1.15 -5.21 1.37  C2 1.504, H4 1.092, H5 1.093, H6 1.089
2 C -1.02 -4.23 0.23  C1 1.504, O3 1.433, H7 1.094, H8 1.097
3 O -1.58 -2.98 0.62  C2 1.433, H9 0.980
4 H -0.72 -4.81 2.29  C1 1.092
5 H -0.58 -6.13 1.15  C1 1.093
6 H -2.19 -5.48 1.54  C1 1.089
7 H -1.57 -4.61 -0.64  C2 1.094
8 H 0.04 -4.11 -0.05  C2 1.097
9 H -1.82 -2.53 -0.21  O3 0.980
10 C -3.81 0.89 0.09  C11 1.507, H13 1.093, H14 1.092, H15 1.093
11 C -4.54 0.15 1.19  C10 1.507, O12 1.438, H16 1.093, H17 1.088
12 O -5.96 0.36 1.11  C11 1.438, H18 0.961
13 H -2.73 0.72 0.15  C10 1.093
14 H -4.02 1.96 0.13  C10 1.092
15 H -4.11 0.51 -0.89  C10 1.093
16 H -4.17 0.46 2.17  C11 1.093
17 H -4.37 -0.92 1.11  C11 1.088
18 H -6.14 1.25 1.44  O12 0.961
19 C 3.53 3.21 -0.09  C20 1.502, H22 1.088, H23 1.089, H24 1.098
20 C 3.74 4.01 1.16  C19 1.502, O21 1.430, H25 1.103, H26 1.096
21 O 4.98 4.71 1.01  C20 1.430, H27 0.961
22 H 2.64 2.58 -0.02  C19 1.088
23 H 4.41 2.61 -0.33  C19 1.089
24 H 3.40 3.88 -0.94  C19 1.098
25 H 3.81 3.33 2.03  C20 1.103
26 H 2.91 4.69 1.37  C20 1.096
27 H 5.10 5.30 1.77  O21 0.961
28 C 1.18 3.08 -4.51  C29 1.510, H31 1.092, H32 1.090, H33 1.088
29 C 1.47 4.20 -3.54  C28 1.510, O30 1.442, H34 1.096, H35 1.095
30 O 0.66 3.98 -2.37  C29 1.442, H36 0.962
31 H 1.97 3.02 -5.26  C28 1.092
32 H 0.25 3.27 -5.05  C28 1.090
33 H 1.11 2.12 -3.99  C28 1.088
34 H 1.25 5.17 -4.01  C29 1.096
35 H 2.52 4.25 -3.23  C29 1.095
36 H 0.85 4.65 -1.71  O30 0.962
37 C -4.03 2.86 -3.04  C38 1.512, H40 1.090, H41 1.092, H42 1.091
38 C -2.59 3.09 -3.44  C37 1.512, O39 1.431, H43 1.092, H44 1.101
39 O -1.73 2.59 -2.42  C38 1.431, H45 0.974
40 H -4.73 3.30 -3.76  C37 1.090
41 H -4.25 3.29 -2.06  C37 1.092
42 H -4.23 1.79 -2.97  C37 1.091
43 H -2.39 4.15 -3.65  C38 1.092
44 H -2.42 2.53 -4.37  C38 1.101
45 H -0.90 3.09 -2.42  O39 0.974
46 C -0.06 -2.43 3.80  C47 1.516, H49 1.091, H50 1.092, H51 1.093
47 C -0.88 -1.18 3.54  C46 1.516, O48 1.410, H52 1.101, H53 1.094
48 O -2.12 -1.46 2.93  C47 1.410, H54 0.974
49 H 0.78 -2.22 4.46  C46 1.091
50 H 0.30 -2.87 2.87  C46 1.092
51 H -0.69 -3.18 4.29  C46 1.093
52 H -0.31 -0.46 2.94  C47 1.101
53 H -1.10 -0.67 4.48  C47 1.094
54 H -1.93 -1.93 2.10  O48 0.974
55 C 3.04 0.47 3.72  C56 1.505, H58 1.092, H59 1.092, H60 1.088
56 C 3.40 -0.78 4.47  C55 1.505, O57 1.432, H61 1.095, H62 1.096
57 O 3.68 -1.81 3.52  C56 1.432, H63 0.962
58 H 3.90 0.80 3.13  C55 1.092
59 H 2.81 1.27 4.43  C55 1.092
60 H 2.19 0.31 3.07  C55 1.088
61 H 2.56 -1.09 5.11  C56 1.095
62 H 4.25 -0.59 5.12  C56 1.096
63 H 3.90 -2.62 3.99  O57 0.962
64 C 2.98 -2.69 -0.05  C65 1.524, H67 1.089, H68 1.091, H69 1.098
65 C 4.43 -2.88 0.38  C64 1.524, O66 1.427, H70 1.090, H71 1.097
66 O 4.96 -1.69 0.96  C65 1.427, H72 0.970
67 H 2.89 -1.96 -0.86  C64 1.089
68 H 2.37 -2.40 0.81  C64 1.091
69 H 2.56 -3.63 -0.44  C64 1.098
70 H 5.07 -3.11 -0.47  C65 1.090
71 H 4.50 -3.70 1.09  C65 1.097
72 H 4.54 -1.60 1.83  O66 0.970
73 C -4.07 -2.84 -2.43  C74 1.501, H76 1.094, H77 1.089, H78 1.095
74 C -3.02 -1.81 -2.76  C73 1.501, O75 1.416, H79 1.100, H80 1.095
75 O -2.18 -1.63 -1.64  C74 1.416, H81 0.980
76 H -4.66 -2.51 -1.57  C73 1.094
77 H -3.66 -3.82 -2.22  C73 1.089
78 H -4.78 -2.91 -3.26  C73 1.095
79 H -3.53 -0.86 -2.99  C74 1.100
80 H -2.45 -2.11 -3.64  C74 1.095
81 H -1.45 -1.02 -1.84  O75 0.980
82 C 0.43 0.11 0.24  C83 1.506, H85 1.091, H86 1.094, H87 1.094
83 C 0.77 0.56 -1.15  C82 1.506, O84 1.437, H88 1.091, H89 1.097
84 O -0.29 0.26 -2.09  C83 1.437, H90 0.978
85 H -0.45 0.62 0.63  C82 1.091
86 H 1.27 0.27 0.92  C82 1.094
87 H 0.23 -0.97 0.26  C82 1.094
88 H 1.68 0.09 -1.51  C83 1.091
89 H 0.95 1.64 -1.19  C83 1.097
90 H -0.93 0.99 -2.00  O84 0.978

Verdict on stability: *i* comes out at the bottom.